42
Properties=species:S:1:pos:R:3:forces:R:3:nbo_charge:R:1 method="wB97M-V/def2-TZVPD" relative_energy_kj_mol=0.00 energy_ha=-1351.30510 orbital_gap_ha=0.3419
C -1.7899 2.1458 1.1288 -0.141 -0.122 -0.370 -0.649
C -2.8830 1.7581 0.1423 -0.181 0.131 0.657 -0.068
O -2.3749 1.5542 -1.1714 0.103 0.066 -0.258 -0.465
C -1.7368 0.4202 -1.4152 0.270 -0.621 -0.269 0.736
N -1.6184 -0.4887 -0.4490 -0.260 0.435 0.121 -0.641
C -0.9539 -1.5765 -0.8055 -0.141 0.259 -0.053 0.329
S -0.7193 -2.8388 0.3790 -0.062 -0.182 0.396 0.279
C -1.3039 -2.0141 1.8997 0.475 -0.032 -0.352 -0.552
C -0.1463 -1.4251 2.6904 -0.188 -0.222 0.226 -0.076
O 0.4128 -0.3799 1.9294 0.124 0.100 -0.096 -0.526
C 1.4840 0.3016 2.4253 0.090 0.105 -0.021 0.389
C 2.0671 0.0737 3.6658 -0.261 -0.224 -0.034 -0.330
C 3.1462 0.8442 4.0689 0.100 0.104 -0.015 -0.186
C 3.6510 1.8383 3.2528 0.129 0.035 0.134 -0.246
C 3.0709 2.0629 2.0136 -0.046 -0.021 -0.023 -0.188
C 1.9972 1.3031 1.6001 -0.151 -0.141 -0.015 -0.283
N -0.4594 -1.8324 -1.9944 0.209 -0.366 -0.005 -0.589
C -0.6540 -0.8667 -2.9083 -0.317 0.244 0.632 0.612
N -0.1940 -1.0703 -4.1444 0.094 -0.039 -0.246 -0.381
C 0.4812 -2.2892 -4.5055 0.109 -0.238 0.026 -0.414
C -0.3711 -0.0892 -5.1827 -0.072 0.223 -0.108 -0.415
N -1.2807 0.2893 -2.6459 -0.066 0.311 -0.126 -0.586
H -1.2618 3.0274 0.7735 0.037 0.128 0.013 0.211
H -2.2329 2.3653 2.0966 -0.040 0.050 0.128 0.213
H -1.0807 1.3301 1.2387 0.030 -0.014 0.076 0.237
H -3.6082 2.5676 0.0271 0.063 -0.152 0.003 0.190
H -3.3965 0.8511 0.4786 0.001 0.175 -0.077 0.190
H -1.8218 -2.7668 2.4900 -0.037 0.024 0.029 0.230
H -1.9838 -1.2297 1.5723 -0.090 -0.079 0.168 0.266
H 0.6056 -2.2016 2.8873 -0.039 0.122 0.046 0.181
H -0.5242 -1.0409 3.6503 0.092 -0.038 -0.085 0.179
H 1.6940 -0.6954 4.3241 -0.057 -0.068 0.026 0.218
H 3.5916 0.6590 5.0355 0.033 -0.014 0.070 0.213
H 4.4907 2.4339 3.5768 0.071 0.046 0.029 0.213
H 3.4585 2.8353 1.3662 0.023 0.059 -0.065 0.214
H 1.5358 1.4622 0.6378 -0.065 0.016 -0.122 0.224
H 0.5433 -2.9253 -3.6267 0.064 -0.024 -0.173 0.252
H -0.0718 -2.8053 -5.2945 0.028 -0.014 -0.016 0.192
H 1.4867 -2.0660 -4.8706 0.003 -0.027 -0.022 0.192
H 0.6007 0.2237 -5.5724 -0.009 0.007 -0.031 0.192
H -0.8917 0.7669 -4.7624 0.060 -0.021 -0.173 0.254
H -0.9581 -0.5119 -6.0022 0.015 0.019 -0.025 0.192

***

43
Properties=species:S:1:pos:R:3:forces:R:3:nbo_charge:R:1 method="wB97M-V/def2-TZVPD" relative_energy_kj_mol=139.42 energy_ha=-1426.55856 orbital_gap_ha=0.3146
C -1.5038 -2.8320 1.5036 -0.173 0.135 -0.039 -0.616
C -2.5943 -1.9026 0.9843 0.111 -0.106 -0.172 -0.413
C -2.5936 -1.8286 -0.5445 -0.287 -0.181 0.387 -0.214
N -1.5150 -1.0273 -1.0738 0.497 0.110 -0.185 -0.439
C -1.5161 0.3230 -1.2975 0.249 0.370 -0.402 0.191
S -2.7761 1.3996 -0.7409 -0.055 0.254 -0.028 0.277
C -1.7451 2.5115 0.3032 -0.223 -0.339 -0.077 -0.591
C -1.1373 1.6285 1.3704 -0.054 0.174 0.130 0.541
O -1.8040 1.2472 2.3207 -0.001 0.088 -0.052 -0.583
C 0.1899 1.0980 1.1441 0.519 0.045 -0.012 -0.076
N 0.4944 -0.0743 1.8046 -0.055 -0.070 0.031 -0.469
C 1.6787 -0.5562 1.4107 0.109 0.126 -0.089 0.256
C 2.2033 -1.8250 1.9755 0.010 -0.115 -0.027 -0.658
C 2.2178 0.3554 0.4951 -0.314 0.248 0.282 -0.280
C 3.4714 0.2345 -0.2600 0.057 -0.363 0.077 0.580
C 3.9356 -1.1725 -0.5603 0.219 0.154 -0.206 -0.721
O 4.0881 1.1952 -0.6710 0.086 0.023 -0.080 -0.556
C 1.2871 1.4202 0.3506 -0.290 -0.098 0.353 0.090
C 1.4936 2.6390 -0.4767 0.069 0.148 -0.146 -0.685
N -0.4439 0.7158 -1.9039 -0.498 0.448 -0.234 -0.282
N 0.3089 -0.4025 -2.0632 -0.393 -0.035 0.084 -0.434
C -0.3033 -1.5146 -1.5534 0.131 0.091 0.028 0.736
O 0.1155 -2.6462 -1.5061 0.174 -0.785 0.020 -0.653
H -1.7200 -3.8594 1.2201 0.059 -0.128 -0.009 0.213
H -1.4438 -2.7838 2.5888 0.049 -0.038 0.138 0.205
H -0.5387 -2.5706 1.0785 0.151 -0.020 -0.025 0.210
H -2.4776 -0.8989 1.3967 -0.093 0.026 -0.026 0.224
H -3.5700 -2.2720 1.3031 -0.060 0.043 0.026 0.210
H -2.4735 -2.8312 -0.9639 -0.078 0.099 -0.053 0.229
H -3.5313 -1.3933 -0.9001 0.097 -0.133 -0.032 0.215
H -1.0262 3.0099 -0.3358 0.020 0.065 0.048 0.246
H -2.4589 3.2099 0.7369 0.070 0.015 0.031 0.255
H -0.1375 -0.4872 2.4752 0.061 -0.008 -0.042 0.437
H 1.6317 -2.1006 2.8595 0.014 -0.056 0.051 0.225
H 3.2490 -1.7229 2.2556 0.028 -0.041 0.056 0.232
H 2.1216 -2.6342 1.2497 0.008 -0.072 -0.003 0.244
H 4.6377 -1.1414 -1.3904 0.031 0.013 0.004 0.239
H 4.4550 -1.5781 0.3048 0.032 -0.099 0.103 0.234
H 3.0990 -1.8225 -0.8028 -0.090 -0.125 0.020 0.231
H 1.1861 3.5277 0.0713 -0.010 0.091 -0.022 0.219
H 0.9206 2.5749 -1.4017 -0.018 0.075 -0.002 0.245
H 2.5457 2.7291 -0.7293 -0.064 0.107 0.027 0.265
H 1.2159 -0.3430 -2.4946 -0.097 -0.136 0.072 0.422

***

54
Properties=species:S:1:pos:R:3:forces:R:3:mulliken_spin:R:1 method="wB97M-V/def2-TZVPD" relative_energy_kj_mol=0.00 charge=+1 multiplicity=5 s_squared=6.03 energy_ha=-6123.24655 orbital_gap_ha="0.2989 / 0.3276"
Cr 0.1158 0.1365 0.5983 0.176 0.829 0.341 4.020
F 3.1850 3.9412 -1.1992 0.070 -0.022 0.050 0.000
C 3.6767 3.1814 -0.2268 0.071 0.192 -0.027 0.002
F 4.5892 3.8483 0.4572 -0.045 -0.018 -0.070 0.000
F 4.2159 2.0902 -0.7488 -0.060 -0.112 0.013 0.000
S 2.2708 2.7586 0.8829 0.078 -0.159 0.068 0.028
O 1.3214 2.0449 0.0250 0.141 -0.101 0.236 0.019
O 1.8285 3.9826 1.4674 -0.132 -0.094 -0.016 0.001
N 3.0424 1.8127 1.9229 -0.179 0.101 -0.196 0.001
S 2.3312 0.6488 2.6483 -0.285 0.166 0.125 -0.007
O 2.8394 0.3383 3.9331 -0.161 0.184 -0.018 0.002
O 0.8513 0.7341 2.4803 0.472 -0.378 -0.018 0.004
C 2.7006 -0.8537 1.6465 -0.077 -0.161 -0.045 0.027
F 2.4151 -0.5485 0.3325 -0.210 -0.120 0.083 0.002
F 3.9365 -1.2543 1.7335 -0.037 0.041 -0.061 0.000
F 1.8568 -1.8373 1.9818 0.209 0.063 -0.014 0.006
C -2.4458 -1.7411 -1.4286 -0.082 -0.035 -0.066 0.020
As -0.6017 -1.1961 -1.3743 0.019 -0.094 -0.226 -0.146
C -0.3788 -0.3024 -3.0691 -0.050 -0.039 -0.077 0.014
C 0.4084 -2.8615 -1.5622 0.026 -0.082 -0.004 0.016
C -0.0495 -3.6918 -2.7257 0.078 -0.004 0.045 -0.002
C 0.4990 -3.4986 -3.9907 -0.014 -0.005 -0.043 -0.002
C 0.0575 -4.2468 -5.0723 -0.013 0.007 0.049 0.001
C -0.9364 -5.1991 -4.8979 -0.005 -0.022 -0.013 -0.002
C -1.4802 -5.4078 -3.6383 0.035 0.040 -0.005 0.001
C -1.0371 -4.6581 -2.5584 -0.054 -0.007 -0.027 -0.001
H -2.6008 -2.3251 -2.3355 -0.071 0.011 0.042 -0.004
H -3.0735 -0.8512 -1.4421 -0.007 -0.019 -0.013 0.004
H -2.6931 -2.3387 -0.5535 0.014 -0.002 -0.002 -0.001
H -0.6833 -0.9869 -3.8602 0.024 0.073 -0.041 -0.003
H 0.6579 -0.0032 -3.2105 0.011 -0.026 0.011 0.001
H -1.0077 0.5861 -3.0799 -0.011 -0.012 -0.007 0.005
H 0.2957 -3.3946 -0.6160 -0.004 -0.008 -0.034 0.008
H 1.4579 -2.5748 -1.6545 -0.021 -0.008 -0.023 0.001
H 1.2878 -2.7681 -4.1307 0.008 0.005 0.009 0.000
H 0.4961 -4.0912 -6.0485 0.005 -0.003 -0.013 0.000
H -1.2775 -5.7865 -5.7394 -0.004 -0.001 -0.004 0.000
H -2.2443 -6.1594 -3.4944 -0.007 -0.011 0.002 0.000
H -1.4583 -4.8342 -1.5750 0.009 0.001 0.014 0.000
S -2.0589 1.0356 0.8890 -0.003 -0.049 0.164 -0.022
C -1.7599 2.1504 2.2101 -0.012 0.022 -0.096 0.012
N -1.4185 3.3988 1.9515 0.064 -0.075 -0.070 -0.004
C -1.1892 4.4253 2.9767 -0.011 -0.073 -0.083 0.001
C -1.9322 4.0450 4.2450 0.016 0.026 0.054 -0.001
C -1.6162 2.6047 4.6100 0.004 -0.022 -0.034 0.000
N -1.9254 1.7552 3.4596 0.033 -0.132 -0.032 -0.002
H -1.2392 3.6138 0.9826 -0.013 0.058 0.020 -0.001
H -1.5439 5.3734 2.5765 0.004 0.001 0.026 0.000
H -0.1171 4.5076 3.1512 0.056 0.021 0.005 -0.001
H -3.0082 4.1592 4.1054 0.000 0.000 -0.018 0.000
H -1.6287 4.7065 5.0545 -0.006 0.003 -0.003 0.000
H -2.2150 2.2604 5.4500 -0.010 0.027 0.002 0.000
H -0.5609 2.4875 4.8698 -0.010 0.006 0.009 0.000
H -2.1560 0.7838 3.5910 -0.029 0.017 0.031 0.000

***

57
Properties=species:S:1:pos:R:3:forces:R:3:nbo_charge:R:1 method="wB97M-V/def2-TZVPD" energy_ha=-3736.08248 orbital_gap_ha=0.1928
C -1.0079 -0.9129 5.3046 0.043 -0.126 0.263 -0.735
C -2.0652 -0.0708 4.6771 -0.016 -0.438 -0.138 0.817
O -2.2291 1.1049 4.7960 0.102 0.394 -0.021 -0.569
O -2.9219 -0.8360 3.9172 0.151 0.017 -0.114 -0.537
C -3.3938 -0.3658 2.7095 1.151 0.213 0.221 0.868
O -4.5269 -0.5543 2.4331 -1.189 -0.022 -0.081 -0.571
C -2.3702 0.2978 1.8028 -0.176 -0.039 0.177 -0.557
C -1.4537 -0.6423 0.9953 0.544 0.114 0.062 0.109
O -1.0268 -1.7679 1.7080 -0.002 0.120 -0.146 -0.738
B -0.4097 -2.6998 0.7319 0.021 0.047 0.240 0.849
Cl -1.1827 -4.4411 0.9914 0.028 0.089 -0.138 -0.353
C 1.2072 -2.8630 0.7742 -0.002 0.126 0.002 -0.752
C 1.9889 -1.5894 1.1074 0.019 -0.100 -0.342 -0.142
C 3.3893 -1.5375 0.4797 -0.016 -0.038 0.035 -0.624
Cl 2.1483 -1.3876 2.8972 -0.094 0.038 0.089 -0.107
O -0.8003 -2.1341 -0.5941 -0.157 0.018 -0.053 -0.765
C -1.8036 -1.1569 -0.4087 -0.340 -0.064 -0.156 -0.065
C -1.6780 -0.0859 -1.5157 0.370 -0.257 0.258 -0.424
C -0.1870 0.1387 -1.8573 -0.081 -0.260 -0.337 -0.491
C 0.1479 1.5271 -2.3092 -0.286 0.225 0.146 0.668
F -0.8208 2.0663 -3.0861 0.104 -0.096 -0.067 -0.320
F 1.2577 1.4584 -3.1868 0.165 -0.054 0.162 -0.403
C 0.5006 2.5868 -1.1893 0.149 0.042 -0.298 0.584
F 0.4923 1.9977 0.0092 -0.009 -0.110 0.172 -0.290
F -0.4576 3.5259 -1.2005 -0.111 0.068 0.009 -0.290
C 1.8470 3.3807 -1.3198 0.105 -0.290 -0.003 0.555
F 1.9287 3.8966 -2.5696 0.029 0.071 -0.075 -0.321
F 1.7768 4.3915 -0.4507 -0.051 0.154 0.123 -0.282
C 3.1937 2.6511 -1.0050 -0.175 -0.136 -0.141 0.925
F 3.5079 1.7600 -1.9582 -0.073 0.004 -0.018 -0.321
F 3.1329 2.0243 0.1539 0.001 -0.030 0.119 -0.281
F 4.1632 3.5556 -0.9669 0.060 0.146 -0.022 -0.294
P -3.4360 -2.0762 -0.6702 0.268 0.046 0.189 1.186
O -3.8065 -2.5008 0.8445 -0.277 -0.299 -0.328 -1.005
Cl -4.6906 -0.3777 -0.8818 -0.120 0.056 -0.082 -0.407
H -0.3159 -0.2841 5.8654 -0.079 -0.080 -0.112 0.231
H -1.4814 -1.6298 5.9838 0.048 0.059 -0.115 0.245
H -0.4951 -1.4874 4.5280 -0.039 0.103 0.026 0.277
H -2.9373 0.9727 1.1532 0.153 -0.175 -0.047 0.242
H -1.7038 0.9114 2.4118 -0.175 -0.032 0.023 0.241
H -0.5605 -0.0166 0.7980 -0.160 0.114 0.028 0.146
H 1.5284 -3.6632 1.4504 -0.001 0.112 -0.105 0.235
H 1.5166 -3.1600 -0.2409 -0.073 -0.059 0.135 0.212
H 1.4262 -0.7087 0.7834 0.063 -0.029 0.206 0.180
H 3.7399 -2.5502 0.2582 0.010 0.139 0.080 0.215
H 4.1128 -1.0544 1.1403 -0.084 0.021 -0.124 0.221
H 3.3540 -0.9716 -0.4607 0.009 -0.159 0.060 0.189
H -2.1854 0.8309 -1.2008 0.084 -0.085 -0.078 0.230
H -2.1731 -0.4560 -2.4209 -0.050 0.250 0.117 0.223
H 0.4552 -0.1829 -1.0363 0.013 0.156 -0.085 0.267
H 0.0783 -0.4983 -2.7101 -0.049 -0.011 0.213 0.235
H -4.6071 -2.0808 1.1956 0.212 0.044 0.061 0.529
N 1.9672 1.5344 -5.7381 -0.041 0.057 -0.098 -0.870
H 1.9410 0.5484 -6.0023 0.008 0.006 0.009 0.452
H 2.9376 1.8421 -5.6596 -0.008 -0.009 0.009 0.452
H 1.4855 2.0915 -6.4446 0.018 -0.011 -0.003 0.449
H 1.5026 1.6492 -4.8166 0.008 -0.042 0.095 0.481